[1]
Below is a cluster of 3 separate species, C5H14O3 in total, with properties calculated with ωB97M-V with the def2-TZVPD basis set.

Values from the calculation:
* net charge: -1
* 2S+1: 2

Geometry (Å):
O1 -0.543 -2.531 -1.596
C1 -1.233 -1.538 -1.115
C2 -0.910 -0.874 0.200
C3 0.139 0.268 0.089
C4 -0.378 1.417 -0.757
C5 0.538 0.748 1.485
H1 -2.085 -1.127 -1.681
H2 -1.838 -0.460 0.619
H3 -0.509 -1.621 0.897
H4 1.023 -0.167 -0.386
H5 -0.555 1.065 -1.776
H6 0.353 2.231 -0.822
H7 -1.325 1.812 -0.375
H8 0.938 -0.059 2.099
H9 1.301 1.535 1.443
H10 -0.340 1.167 2.002
H11 -0.042 3.366 1.420
H12 0.355 4.680 2.145
O2 0.164 4.297 1.284
H13 0.999 -2.744 -0.745
H14 2.332 -3.457 -0.425
O3 1.806 -2.697 -0.168

Atom charges from the natural (NBO) analysis, given in e for atoms 1 to 4: atom 1 (O): -0.83, atom 2 (C): 0.02, atom 3 (C): -0.48, atom 4 (C): -0.23

[2]
Below is a cluster of 2 separate species, C5H14S in total, with properties calculated with ωB97M-V with the def2-TZVPD basis set.

Values from the calculation:
* SMILES string: CCSC.CC

Geometry (Å):
C1 1.216 -1.128 2.738
C2 0.761 -0.874 1.279
S1 2.449 -0.678 0.352
C3 2.051 0.579 -0.884
H1 2.249 -1.291 2.939
H2 0.522 -1.938 2.978
H3 0.864 -0.279 3.337
H4 0.228 -1.758 0.900
H5 -0.026 -0.146 1.067
H6 2.848 1.305 -1.053
H7 2.035 0.107 -1.889
H8 1.078 1.004 -0.735
C4 -1.539 1.066 -0.964
C5 -2.440 0.132 -1.841
H9 -1.651 2.115 -1.251
H10 -1.885 1.089 0.075
H11 -0.507 0.784 -0.992
H12 -3.210 0.799 -2.257
H13 -3.101 -0.433 -1.199
H14 -1.943 -0.455 -2.601

Atom charges from the natural (NBO) analysis, given in e for atoms 1 to 4: atom 1 (C): -0.63, atom 2 (C): -0.47, atom 3 (S): 0.14, atom 4 (C): -0.75

Number 1: E_tot -11554.0468 eV. Number 2: E_tot -16245.8440 eV.